No. 1
This record from OMol25 describes C28H39BCrN3O3S as an isolated structure. The level of theory is ωB97M-V with the def2-TZVPD basis set.

Properties
HOMO energy (alpha / beta) = -0.04489 / -0.17357 Eh
Total charge = -1
Multiplicity = 5
Gap between HOMO and LUMO (alpha / beta) = 3.94 / 7.44 eV
Energy above the lowest of the compared OMol25 structures with the same formula, charge and spin = 30.87 kcal per mole

Positions of all 76 atoms, in Å:
Cr: -0.184 -0.120 -0.146
S: 2.226 1.533 0.868
C: 2.591 -0.141 0.836
C: 3.874 -0.626 1.175
C: 4.121 -1.972 1.209
C: 3.083 -2.852 0.879
C: 1.871 -2.322 0.520
N: 1.600 -1.000 0.493
H: 4.638 0.099 1.416
H: 5.100 -2.345 1.483
H: 3.221 -3.924 0.886
H: 1.066 -2.972 0.208
O: -0.555 1.821 2.991
C: -0.630 3.235 2.856
C: -1.477 3.678 1.671
C: -1.016 3.154 0.285
C: -2.046 2.333 -0.454
C: -3.094 3.001 -1.026
C: -4.149 2.329 -1.690
C: -4.024 0.924 -1.742
C: -2.949 0.304 -1.181
N: -1.916 0.949 -0.502
H: 0.331 1.556 2.693
H: 0.378 3.654 2.760
H: -1.065 3.633 3.779
H: -1.450 4.773 1.672
H: -2.518 3.391 1.835
H: -0.076 2.606 0.377
H: -0.807 4.021 -0.345
H: -3.114 4.083 -0.937
H: -4.981 2.857 -2.134
H: -4.767 0.315 -2.245
H: -2.838 -0.763 -1.290
C: -1.056 -1.543 2.683
N: -1.878 -1.149 1.544
C: -2.996 -0.333 2.014
C: -2.408 -2.325 0.845
C: -1.580 -2.800 -0.326
C: -1.792 -4.102 -0.778
C: -1.164 -4.571 -1.920
C: -0.311 -3.718 -2.610
C: -0.092 -2.431 -2.139
C: -0.710 -1.921 -0.986
H: -1.640 -2.135 3.407
H: -0.678 -0.649 3.182
H: -0.209 -2.141 2.355
H: -3.626 -0.899 2.722
H: -3.603 -0.017 1.168
H: -2.613 0.552 2.511
H: -3.395 -2.055 0.459
H: -2.568 -3.153 1.553
H: -2.465 -4.756 -0.229
H: -1.341 -5.581 -2.270
H: 0.196 -4.063 -3.505
H: 0.610 -1.807 -2.681
C: 1.962 3.019 -3.318
C: 1.669 1.570 -3.705
C: 2.724 1.078 -4.684
O: 1.759 0.802 -2.500
B: 0.484 0.577 -1.992
O: -0.455 0.923 -2.960
C: 0.191 1.338 -4.164
C: -0.524 2.578 -4.682
C: 0.036 0.203 -5.175
H: 2.946 3.056 -2.848
H: 1.235 3.369 -2.585
H: 1.952 3.681 -4.186
H: 3.715 1.319 -4.298
H: 2.602 1.561 -5.657
H: 2.663 -0.002 -4.813
H: -0.590 3.340 -3.908
H: -1.541 2.307 -4.966
H: -0.009 2.988 -5.555
H: 0.518 -0.707 -4.813
H: 0.452 0.468 -6.149
H: -1.028 -0.007 -5.288

Force components x, y, z for each atom (eV/Å):
-0.758 0.210 0.505
-0.518 -0.060 0.172
-0.168 0.224 0.087
0.084 -0.087 -0.025
-0.141 0.070 -0.043
0.140 -0.066 0.039
-0.111 -0.012 -0.084
0.660 -0.485 0.184
-0.016 0.023 0.010
0.004 -0.009 0.000
-0.014 0.006 -0.019
-0.043 0.004 0.078
0.248 -0.029 0.011
0.042 0.077 -0.122
-0.001 -0.130 -0.038
-0.060 0.002 0.029
-0.055 0.103 -0.076
-0.069 -0.032 0.003
-0.017 -0.044 -0.003
0.014 0.112 -0.016
0.123 -0.032 -0.080
-0.075 0.328 0.037
-0.100 -0.015 -0.181
0.005 -0.056 0.012
0.019 -0.003 -0.007
-0.087 0.016 0.002
0.008 -0.049 0.018
-0.038 -0.004 0.022
0.143 -0.004 -0.009
0.036 0.005 0.013
0.007 -0.001 -0.006
0.014 -0.035 0.008
0.005 -0.034 0.006
0.028 0.000 0.035
0.137 -0.145 0.017
0.055 0.106 0.032
0.034 -0.058 -0.048
-0.033 0.078 0.100
0.015 -0.056 -0.017
-0.025 0.040 0.028
0.035 -0.006 0.008
0.024 -0.005 0.039
0.014 -0.129 -0.233
0.011 0.006 0.041
-0.031 -0.033 0.003
0.055 -0.083 -0.067
0.043 -0.023 -0.011
0.005 0.001 0.021
0.088 0.101 0.074
0.015 0.008 0.005
-0.029 0.004 0.044
-0.003 0.012 0.008
0.015 -0.006 0.008
-0.009 0.011 -0.012
0.012 -0.007 -0.023
-0.053 -0.061 0.061
-0.044 0.083 -0.075
-0.022 0.016 0.039
0.173 -0.210 0.113
0.078 0.268 -0.746
0.015 0.116 0.133
0.058 -0.039 -0.079
0.028 -0.044 0.013
0.004 -0.004 0.100
0.000 0.004 -0.014
-0.006 0.026 -0.026
-0.002 0.017 0.007
0.001 -0.005 -0.005
0.031 0.002 -0.006
-0.012 0.006 -0.027
0.014 0.009 -0.013
0.002 0.007 -0.005
-0.019 0.018 -0.009
0.006 0.000 -0.023
0.008 -0.017 -0.009
0.006 -0.003 -0.007

No. 2
This record from OMol25 describes one molecule with the formula C6H4N2O2 in a non-equilibrium geometry. The level of theory is ωB97M-V with the def2-TZVPD basis set.

Properties
HOMO energy = -0.35581 Eh
Gap between HOMO and LUMO = 9.92 eV
Energy above the lowest of the compared OMol25 structures with the same formula, charge and spin = 44.87 kcal per mole
SMILES = N#CC(C#N)=C1OCCO1

Positions of all 14 atoms, in Å:
N: -2.763 1.597 2.114
C: -1.600 1.489 2.033
C: -0.202 1.302 1.904
C: 0.630 1.957 2.871
N: 1.301 2.437 3.704
C: 0.336 0.608 0.864
O: -0.378 -0.090 -0.088
C: 0.577 -0.611 -0.996
C: 1.917 0.039 -0.651
O: 1.729 0.612 0.636
H: 0.300 -0.374 -2.027
H: 0.654 -1.703 -0.891
H: 2.725 -0.674 -0.721
H: 2.182 0.818 -1.344

Force components x, y, z for each atom (eV/Å):
2.419 -0.111 -0.142
-2.878 -0.270 0.020
0.472 0.044 -0.267
1.641 0.742 1.639
-1.517 -0.981 -1.920
1.322 -0.165 -0.975
1.367 1.563 1.881
0.793 -0.825 -1.019
-0.338 -0.048 -0.712
-2.859 -0.524 0.660
-0.243 -0.049 0.280
-0.329 0.294 0.103
0.241 -0.270 0.704
-0.091 0.601 -0.251

No. 3
This record from OMol25 describes one molecule with the formula C11H16OSi in a non-equilibrium geometry. The level of theory is ωB97M-V with the def2-TZVPD basis set.

Properties
HOMO energy = -0.30996 Eh
Gap between HOMO and LUMO = 9.17 eV
Energy above the lowest of the compared OMol25 structures with the same formula, charge and spin = 0.00 kcal per mole
SMILES = C[Si](C)(O)C1(c2ccccc2)CC1

Positions of all 29 atoms, in Å:
C: 3.381 -0.021 -0.149
Si: 1.672 -0.654 0.381
C: 0.978 -2.294 -0.347
O: 1.910 -0.840 2.028
C: 0.414 0.585 -0.124
C: -1.010 0.307 -0.247
C: -1.691 -0.179 0.869
C: -3.052 -0.262 0.828
C: -3.757 -0.158 -0.304
C: -3.109 0.170 -1.461
C: -1.753 0.420 -1.370
C: 0.690 2.000 0.943
C: 0.860 1.966 -0.550
H: 4.271 -0.445 0.443
H: 3.589 -0.455 -1.131
H: 3.358 0.961 -0.262
H: 1.373 -2.707 -1.208
H: 1.215 -3.042 0.401
H: -0.095 -2.194 -0.443
H: 1.957 -1.736 2.394
H: -1.142 -0.394 1.859
H: -3.685 -0.488 1.698
H: -4.867 -0.347 -0.358
H: -3.556 0.270 -2.479
H: -1.265 0.898 -2.252
H: 1.556 2.062 1.499
H: -0.259 2.226 1.331
H: 0.134 2.458 -1.143
H: 1.882 1.891 -0.847

Force components x, y, z for each atom (eV/Å):
0.775 -5.861 0.317
0.645 -0.850 -0.371
0.268 1.099 2.373
-0.551 -0.516 0.176
1.277 2.666 1.987
-0.212 -1.295 2.067
1.152 0.145 2.215
-0.859 -1.223 2.835
-3.158 -0.040 -2.506
0.335 0.197 -1.556
0.625 1.768 -2.927
-1.132 -2.348 -3.935
-0.080 -1.060 1.108
-1.531 1.037 -0.361
-0.167 0.191 -0.314
0.516 4.417 -0.137
0.899 -0.348 -2.104
-0.306 -0.382 0.371
-0.243 -0.096 0.029
-0.126 0.492 -0.249
-0.831 0.528 -1.713
0.834 -0.063 0.031
1.303 0.293 0.381
0.021 -0.125 1.211
-0.283 -0.721 0.504
1.484 -0.195 1.373
-0.820 0.594 0.589
-0.157 0.707 -0.731
0.324 0.988 -0.664

No. 4
This record from OMol25 describes a 6-piece molecular cluster, C15H33Br6N3O3 overall in a non-equilibrium geometry. The level of theory is ωB97M-V with the def2-TZVPD basis set.

Properties
HOMO energy = -0.33352 Eh
Gap between HOMO and LUMO = 9.17 eV
Energy above the lowest of the compared OMol25 structures with the same formula, charge and spin = 7.86 kcal per mole
SMILES = CN(C)C=O.CN(C)C=O.CN(C)C=O.BrCCBr.BrCCBr.BrCCBr

Positions of all 60 atoms, in Å:
C: -21.504 4.867 26.410
N: -20.586 4.655 25.303
C: -20.281 5.815 24.514
C: -20.400 3.431 24.795
O: -19.880 3.223 23.704
H: -21.562 4.006 27.073
H: -22.504 5.138 26.067
H: -21.124 5.677 27.036
H: -21.163 6.199 24.001
H: -19.881 6.643 25.112
H: -19.462 5.696 23.814
H: -20.736 2.584 25.405
C: -22.737 -2.603 18.723
N: -23.196 -3.960 18.867
C: -22.247 -5.019 18.562
C: -24.469 -4.286 19.116
O: -24.969 -5.397 19.138
H: -23.483 -1.852 18.975
H: -22.357 -2.393 17.720
H: -21.894 -2.449 19.405
H: -21.475 -5.056 19.337
H: -22.731 -5.990 18.593
H: -21.766 -4.836 17.602
H: -25.112 -3.413 19.335
C: -22.366 3.765 21.529
N: -22.671 2.815 20.470
C: -22.470 3.264 19.113
C: -23.259 1.636 20.759
O: -23.653 0.844 19.921
H: -23.029 4.628 21.379
H: -21.325 4.064 21.441
H: -22.557 3.333 22.503
H: -22.677 2.519 18.357
H: -23.160 4.107 18.973
H: -21.452 3.653 19.036
H: -23.372 1.420 21.829
Br: -20.087 6.629 21.144
C: -18.531 5.550 20.782
C: -18.708 4.718 19.515
Br: -17.049 4.464 18.472
H: -18.396 4.826 21.581
H: -17.694 6.233 20.689
H: -19.401 5.148 18.797
H: -19.059 3.726 19.786
Br: -26.784 6.376 24.782
C: -26.198 5.571 23.089
C: -26.108 4.050 23.173
Br: -24.510 3.542 24.247
H: -25.243 6.031 22.863
H: -26.905 5.770 22.283
H: -26.042 3.626 22.176
H: -26.970 3.698 23.730
Br: -23.112 2.962 15.410
C: -21.466 1.943 14.995
C: -20.993 1.279 16.277
Br: -19.365 0.279 15.893
H: -20.771 2.690 14.627
H: -21.606 1.179 14.236
H: -21.742 0.569 16.619
H: -20.788 1.976 17.079

Force components x, y, z for each atom (eV/Å):
0.331 0.268 0.420
-0.392 0.132 0.727
0.564 1.179 -0.002
0.594 -0.424 -1.428
-0.103 -0.037 0.401
-0.009 -0.237 -0.288
-0.047 -0.024 -0.057
-0.045 0.090 -0.106
-0.031 -0.111 -0.186
-0.439 -0.229 0.515
-0.297 -0.780 -0.245
-0.153 0.151 0.360
0.611 0.308 0.422
0.291 -0.626 -0.502
0.320 0.148 0.535
-1.379 0.239 0.271
0.537 -0.056 -0.045
-0.239 -0.219 0.018
-0.152 -0.156 -0.136
-0.007 0.099 -0.008
0.097 0.168 -0.098
-0.276 0.101 -0.252
-0.053 -0.088 -0.094
0.251 0.160 -0.091
-0.137 -0.088 -0.846
0.030 -0.696 0.751
-0.297 0.874 0.489
-0.095 -0.137 -0.596
0.005 -0.222 -0.123
0.262 0.180 0.259
-0.025 0.157 0.218
0.142 -0.074 -0.117
-0.035 -0.287 0.236
0.176 -0.003 -0.398
-0.006 -0.065 -0.231
0.112 0.233 0.171
-0.134 0.176 -0.140
0.535 -0.649 -0.624
-0.155 -0.057 -0.399
-0.385 0.081 0.527
0.050 0.458 0.398
0.000 -0.003 0.151
0.041 0.164 0.090
0.080 -0.052 -0.153
0.057 -0.226 -0.610
0.082 -0.520 -0.003
0.429 0.914 0.943
-0.823 -0.031 -0.254
0.010 0.003 -0.070
-0.186 0.461 0.303
0.205 -0.237 0.080
0.068 -0.392 -0.149
0.374 -0.481 -0.337
0.217 0.215 0.589
-0.315 -0.016 -0.281
-0.090 0.080 0.091
0.083 -0.035 0.037
-0.525 0.206 -0.106
0.103 -0.088 0.044
0.174 0.099 -0.072

No. 5
This record from OMol25 describes one molecule with the formula C4H6N2O in a non-equilibrium geometry. The level of theory is ωB97M-V with the def2-TZVPD basis set.

Properties
HOMO energy = -0.31147 Eh
Gap between HOMO and LUMO = 8.89 eV
Energy above the lowest of the compared OMol25 structures with the same formula, charge and spin = 49.40 kcal per mole
SMILES = Cn1nccc1O

Positions of all 13 atoms, in Å:
C: -1.256 -1.196 0.013
N: -0.054 -0.494 -0.243
N: 1.157 -1.049 -0.156
C: 1.985 -0.046 0.012
C: 1.324 1.197 -0.029
C: -0.033 0.885 -0.140
O: -1.107 1.642 -0.050
H: -1.033 -2.260 0.317
H: -1.922 -1.229 -0.838
H: -1.679 -0.748 1.011
H: 2.995 -0.276 0.221
H: 1.714 2.232 -0.054
H: -2.090 1.342 -0.063

Force components x, y, z for each atom (eV/Å):
-0.419 -1.481 2.794
-0.880 1.765 -0.203
0.117 -0.619 0.622
-0.632 0.356 -0.422
-0.769 1.642 -0.056
1.948 -2.510 -0.066
-2.922 1.290 -0.018
0.011 1.129 -0.592
-0.449 0.267 0.014
0.046 -0.724 -2.044
0.912 0.078 -0.204
-0.132 -0.999 0.301
3.170 -0.195 -0.126

No. 6
This record from OMol25 describes one molecule with the formula C4H10O2 in a non-equilibrium geometry. The level of theory is ωB97M-V with the def2-TZVPD basis set.

Properties
HOMO energy = -0.34528 Eh
Gap between HOMO and LUMO = 10.27 eV
Energy above the lowest of the compared OMol25 structures with the same formula, charge and spin = 66.17 kcal per mole
SMILES = CO[C@H](C)CO

Positions of all 16 atoms, in Å:
C: -1.747 -0.561 0.180
O: -0.204 -1.027 0.760
C: 0.804 -0.105 0.332
C: 0.658 1.266 0.957
C: 0.760 -0.112 -1.210
O: 0.316 -1.302 -1.634
H: -1.997 0.020 1.044
H: -1.870 0.010 -0.720
H: -2.320 -1.464 0.137
H: 1.744 -0.565 0.658
H: 0.608 1.211 2.046
H: -0.236 1.780 0.603
H: 1.517 1.884 0.691
H: 0.152 0.694 -1.620
H: 1.748 0.036 -1.613
H: 0.067 -1.765 -0.611

Force components x, y, z for each atom (eV/Å):
2.452 -0.526 2.481
-3.040 0.806 -1.725
-0.237 0.313 -0.068
0.002 0.081 0.048
0.988 1.607 0.354
-1.605 -4.135 2.640
-0.565 0.306 0.263
0.986 0.075 -0.509
0.114 -0.608 0.054
-0.130 -0.045 0.036
0.049 -0.083 -0.063
-0.024 -0.039 -0.054
0.023 0.017 -0.031
-0.346 0.493 0.186
0.793 0.487 -0.005
0.539 1.251 -3.606

> What is the energy above the lowest of the compared OMol25 structures with the same formula, charge and spin in the third record?

0.00 kcal per mole